Record 1
100
Properties=species:S:1:pos:R:3:forces:R:3:lowdin_charge:R:1 method="wB97M-V/def2-TZVPD" total_charge=-2 relative_energy_ev=3.199 total_energy_ev=-203880.33745 homo_lumo_gap_ev=5.572
K -0.531937 0.252208 -0.441566 0.6261 1.2519 -0.0301 0.53
S -0.181610 2.784916 0.965202 0.0257 0.7009 0.2376 0.47
C -1.776780 3.325508 0.682916 1.3419 0.4127 0.0880 -0.94
N -2.133113 4.569140 0.637749 -0.1992 0.0522 -0.0426 0.01
N -3.537774 4.736278 0.499793 -0.1763 -0.4215 -0.1501 -0.03
C -4.326619 4.896186 1.595749 -0.0370 0.0929 0.1373 -0.28
C -3.872485 4.535449 2.878083 0.1254 0.0059 -0.1186 -0.03
C -4.688847 4.704403 3.979680 -0.1397 0.0686 -0.0202 -0.11
C -5.973300 5.225131 3.854168 0.0070 -0.0240 0.1258 -0.15
C -6.433088 5.566407 2.588155 -0.0005 0.0094 -0.0074 -0.14
C -5.632134 5.405334 1.473096 -0.0024 0.0167 -0.0123 -0.06
N -2.640620 2.247793 0.727625 -1.7287 -0.8443 0.3144 0.00
N -2.982684 1.645794 -0.303969 0.8845 1.0999 -0.2495 0.05
C -3.862003 0.569378 -0.105930 -0.9140 -0.7354 0.2823 -0.28
C -4.075774 -0.278691 -1.189689 0.1592 0.2964 0.0157 -0.03
C -4.953629 -1.342472 -1.082959 -0.1267 -0.1264 0.0121 -0.09
C -5.640401 -1.562695 0.101950 0.0417 0.0478 -0.0339 -0.09
C -5.440577 -0.710807 1.181920 -0.0025 -0.0978 0.0116 -0.08
C -4.559902 0.348872 1.084248 0.1947 0.1353 -0.0692 -0.01
H -3.825266 5.159158 -0.363950 0.0075 0.1408 -0.0017 0.12
H -2.873794 4.133212 2.980312 -0.0116 0.0071 0.0169 0.10
H -4.316500 4.425973 4.958795 0.0188 -0.0129 -0.0071 0.09
H -6.602035 5.360466 4.725679 -0.0050 -0.0143 -0.0155 0.08
H -7.432119 5.972728 2.473031 0.0000 -0.0171 -0.0400 0.09
H -6.005710 5.671781 0.489811 0.0106 0.0127 0.0042 0.10
H -3.537776 -0.093621 -2.112334 0.0276 0.0147 0.0171 0.12
H -5.099426 -2.007748 -1.925279 0.0341 0.0033 -0.0031 0.10
H -6.325808 -2.396759 0.186870 0.0249 -0.0186 0.0041 0.09
H -5.965148 -0.891319 2.112355 -0.0046 0.0353 -0.0025 0.10
H -4.388754 1.019751 1.915469 -0.0158 -0.0025 0.0087 0.11
C 4.275850 -3.937076 -0.709102 -0.0948 -0.1482 -0.1968 -0.53
C 3.986978 -2.445169 -0.881144 -0.2451 0.2577 0.1561 -0.49
S 2.610289 -1.657450 0.046361 -0.0243 -0.4888 0.3134 0.76
C 2.525245 -2.675208 1.557189 -0.1123 0.0585 -0.4456 -0.51
C 1.633927 -3.943732 1.482171 -0.1098 -0.0097 -0.2946 -0.47
S 0.986939 -4.267302 -0.194722 -0.2033 -0.1421 0.1734 0.88
C 1.315820 -6.032384 -0.421543 0.1261 0.4492 0.0800 -0.52
C 2.775978 -6.322065 -0.777204 0.0877 0.1521 -0.2267 -0.55
S 3.523585 -5.103732 -1.909606 0.0992 -0.0768 0.1297 0.82
H 3.994971 -4.292285 0.279807 0.0623 0.0429 0.0224 0.04
H 5.351291 -4.083845 -0.817207 0.0243 0.0743 0.1027 0.06
H 3.773240 -2.197874 -1.921141 0.1009 -0.0032 -0.0183 0.07
H 4.876808 -1.893117 -0.572180 0.0852 -0.0282 -0.1364 0.05
H 2.129077 -1.980289 2.296139 0.0152 -0.0772 0.0878 0.07
H 3.547822 -2.923020 1.843440 -0.0190 0.0131 0.1409 0.07
H 0.759250 -3.836100 2.122786 0.0885 0.0512 0.0885 0.07
H 2.187094 -4.829940 1.799711 0.0096 0.0197 0.0617 0.07
H 0.663445 -6.308047 -1.251676 -0.0009 -0.0508 0.0315 0.07
H 1.009634 -6.593454 0.463601 -0.0425 -0.0885 -0.0702 0.08
H 2.863021 -7.287106 -1.280258 0.0150 -0.0432 0.0657 0.06
H 3.405194 -6.358309 0.113176 -0.0260 -0.0537 0.0214 0.06
Br -3.255999 -6.803800 -3.170413 0.0186 0.0889 0.0217 0.65
C -2.533720 -5.068153 -2.804574 -0.0423 -0.1503 -0.0357 -0.66
C -1.963306 -4.349697 -3.839997 0.0157 0.0511 0.0676 -0.22
N -1.427697 -3.152302 -3.637916 0.0659 0.0465 -0.1531 0.08
C -1.442597 -2.646037 -2.405948 -0.0457 0.0185 0.1434 -0.08
C -2.003110 -3.303110 -1.310594 -0.0186 0.0551 0.1235 -0.14
C -2.563956 -4.553639 -1.525222 0.0094 0.0429 -0.0331 -0.07
C -1.981552 -2.739453 0.131240 -0.1203 -0.2985 -0.0548 -0.69
O -2.398536 -3.506407 1.010065 0.0280 0.1203 -0.0338 -0.02
O -1.529943 -1.573069 0.238349 -0.8338 -1.9079 0.5632 -0.24
H -1.929374 -4.744793 -4.849430 -0.0278 -0.0264 0.0200 0.09
H -0.963411 -1.674542 -2.294994 -0.0953 -0.2002 0.0143 0.10
H -2.988047 -5.081649 -0.681564 0.0174 0.0037 0.0073 0.11
C 7.320252 2.714211 1.015708 -0.2116 -0.0811 -0.0520 -0.21
Si 5.827974 1.729807 0.344578 0.2171 -0.1429 -0.0939 0.40
C 5.508910 0.299022 1.545186 -0.0781 0.1993 -0.1115 -0.19
C 6.388380 0.987989 -1.309501 -0.1314 0.1389 0.1291 -0.20
C 4.313703 2.788738 0.130727 0.0661 -0.1616 -0.0054 -0.56
Te 2.660760 1.744166 -0.985705 1.3226 0.3824 0.3706 1.22
C 3.098744 2.944008 -2.722259 -0.2734 0.0570 0.0397 -0.55
Si 2.180464 4.578894 -2.682967 -0.1674 0.4223 -0.0620 0.41
C 0.320586 4.321750 -2.692063 0.2243 -0.1443 0.0298 -0.17
C 2.649907 5.621405 -4.213323 -0.0193 -0.2134 0.1161 -0.20
C 2.665481 5.639250 -1.193104 -0.0035 -0.2484 -0.0784 -0.19
H 8.222103 2.097535 1.067908 -0.0156 -0.0312 -0.0059 0.01
H 7.118827 3.100616 2.018104 -0.0131 0.0075 -0.0015 0.01
H 7.534728 3.568076 0.367685 0.0020 0.0012 -0.0045 0.01
H 6.239719 -0.505434 1.426110 0.0449 0.0318 -0.0165 0.02
H 4.515328 -0.113850 1.351942 -0.0015 -0.0537 -0.0029 -0.02
H 5.539348 0.629741 2.586691 -0.0122 0.0333 -0.0118 0.02
H 7.108858 0.176389 -1.177066 0.0157 0.0206 0.0587 0.02
H 6.851064 1.744700 -1.949307 -0.0148 0.0156 0.0030 0.02
H 5.515048 0.592578 -1.833871 0.0197 -0.0208 -0.0207 -0.01
H 4.552138 3.711947 -0.403252 -0.0289 -0.0192 -0.0188 -0.02
H 3.895750 3.082356 1.097919 0.0068 0.0143 0.0029 0.00
H 2.762461 2.340270 -3.567029 0.0396 0.0354 -0.0415 0.00
H 4.182690 3.052001 -2.783660 0.0147 -0.0248 0.0313 0.00
H 0.038565 3.566954 -3.430132 -0.0106 0.0254 -0.0310 0.02
H -0.212794 5.245601 -2.929189 0.0571 0.0539 0.0260 0.03
H -0.016516 3.974183 -1.711346 0.0131 0.0011 0.0010 -0.01
H 2.376669 5.114668 -5.142361 -0.0057 -0.0140 0.0087 0.02
H 3.722841 5.830277 -4.247058 0.0102 -0.0175 0.0177 0.01
H 2.124415 6.579988 -4.188154 -0.0151 -0.0016 0.0159 0.01
H 2.376290 5.140996 -0.264664 -0.0095 0.0086 -0.0034 0.02
H 2.151540 6.602917 -1.231906 -0.0457 -0.0149 -0.0362 0.02
H 3.741032 5.833703 -1.160782 0.0053 -0.0010 -0.0118 0.02
O 0.081475 1.224380 -4.568173 0.0817 0.0911 0.0714 -0.01
C 0.490229 0.963055 -3.468011 -0.0307 -0.1687 -0.1936 -0.60
N 0.891475 0.688374 -2.381018 -0.0257 -0.0226 -1.3275 -0.24


Record 2
100
Properties=species:S:1:pos:R:3:forces:R:3:lowdin_charge:R:1 method="wB97M-V/def2-TZVPD" total_charge=-2 relative_energy_ev=1.022 total_energy_ev=-203882.51454 homo_lumo_gap_ev=5.908
K 1.240632 0.558363 -1.564091 0.1123 0.3428 0.3846 0.55
S 1.752057 0.082588 1.569539 -0.0497 -0.0337 -0.0712 0.49
C 1.630899 1.436652 2.595151 -0.0956 0.2542 0.2640 -0.93
N 2.565832 1.959720 3.302553 0.1226 -0.1014 -0.0782 0.02
N 2.230036 3.058091 4.076310 -0.2374 0.0562 0.0677 -0.01
C 3.143727 3.586509 4.930434 0.1091 0.0929 0.0815 -0.27
C 4.365815 2.950261 5.201563 0.0211 0.0226 0.0093 -0.04
C 5.257191 3.517879 6.095589 -0.0044 -0.0320 -0.0234 -0.12
C 4.980131 4.714211 6.748038 -0.0244 -0.0068 -0.0120 -0.15
C 3.769883 5.345408 6.478034 0.0006 -0.0253 -0.0220 -0.13
C 2.865770 4.799948 5.585726 0.0265 0.0155 0.0450 -0.05
N 0.269352 1.915125 2.728847 -0.0283 -0.1403 -0.2150 0.03
N 0.028769 2.967004 2.117854 0.1176 -0.1037 0.0235 0.06
C -1.348964 3.336858 2.170339 -0.0147 0.0282 0.0357 -0.27
C -1.648227 4.692224 2.234358 -0.0616 -0.0385 -0.0189 -0.05
C -2.974288 5.099063 2.274681 0.0362 0.0030 -0.0122 -0.11
C -3.992731 4.156125 2.207562 -0.0141 0.0164 -0.0059 -0.11
C -3.683389 2.805618 2.106051 0.0803 -0.0136 -0.0195 -0.09
C -2.359833 2.385552 2.095131 -0.1178 0.0346 -0.0049 -0.06
H 1.410842 3.602483 3.850889 0.1191 -0.0235 -0.0396 0.11
H 4.586085 2.022445 4.694832 -0.0032 0.0035 -0.0004 0.09
H 6.194323 3.006040 6.284136 0.0094 0.0131 0.0142 0.09
H 5.687618 5.143735 7.445255 0.0031 0.0083 0.0051 0.08
H 3.525038 6.282161 6.965828 0.0052 0.0054 0.0084 0.09
H 1.929706 5.310382 5.386066 -0.0139 -0.0190 -0.0192 0.10
H -0.833666 5.405788 2.247221 0.0010 0.0288 0.0062 0.11
H -3.215481 6.153159 2.334589 0.0097 0.0093 -0.0001 0.10
H -5.027408 4.475733 2.212190 -0.0040 0.0062 -0.0031 0.09
H -4.476513 2.073371 2.017315 -0.0071 -0.0153 0.0039 0.10
H -2.097116 1.336867 2.014109 0.0278 0.0155 -0.0197 0.05
C -4.813280 -2.679899 -0.230338 -0.0260 0.0438 -0.1254 -0.56
C -3.420762 -2.966303 -0.783079 -0.0274 -0.0891 0.0652 -0.52
S -2.221690 -1.642722 -0.473717 -0.0823 0.0629 -0.0482 0.82
C -0.989667 -2.464990 0.548431 0.1500 -0.1463 0.0582 -0.53
C -1.378268 -2.688502 2.005627 0.0099 -0.0688 -0.1329 -0.52
S -1.726030 -1.159947 2.922708 0.0205 -0.0322 0.0379 0.84
C -3.474152 -1.338372 3.351908 -0.1113 -0.0598 0.0099 -0.57
C -4.492873 -1.219865 2.213401 0.0458 0.0852 0.0221 -0.55
S -5.009933 -2.841296 1.561029 0.0132 -0.0525 0.0133 0.84
H -5.525985 -3.392767 -0.653305 0.0087 -0.0349 0.0310 0.06
H -5.156588 -1.689395 -0.533778 0.0336 0.0185 0.0060 0.06
H -3.493998 -3.121156 -1.862704 0.0085 0.0686 -0.0202 0.06
H -3.027045 -3.889326 -0.354732 -0.0007 0.0040 0.0119 0.08
H -0.093002 -1.851426 0.463540 -0.0820 0.1138 0.0939 0.02
H -0.714779 -3.413870 0.080025 -0.0544 -0.0023 -0.0265 0.08
H -0.546216 -3.188073 2.504655 0.0327 0.0430 0.0163 0.07
H -2.248837 -3.340786 2.083407 -0.0170 0.0343 0.0088 0.04
H -3.646238 -0.525990 4.062243 0.0428 0.0443 -0.0214 0.06
H -3.635332 -2.265917 3.908444 0.0256 -0.0013 -0.0198 0.06
H -4.077490 -0.640740 1.389688 0.0167 -0.0027 -0.0018 0.04
H -5.388721 -0.712828 2.578621 -0.0164 -0.0257 -0.0029 0.06
Br -1.527710 -5.245682 -6.689808 -0.0039 -0.0040 -0.0040 0.67
C -1.195535 -3.764956 -5.537704 -0.0070 0.0200 0.0047 -0.67
C -1.755110 -2.536500 -5.843852 0.0091 -0.0406 -0.0170 -0.21
N -1.568220 -1.468298 -5.075845 -0.0075 0.0322 0.0126 0.08
C -0.806473 -1.607898 -3.990493 -0.0668 0.0336 0.0027 -0.08
C -0.205303 -2.799530 -3.611610 0.0056 -0.0296 -0.0290 -0.09
C -0.415206 -3.913662 -4.408681 0.0057 -0.0033 0.0063 -0.05
C 0.648540 -2.912245 -2.340706 -0.0822 -0.0664 0.0377 -0.67
O 0.954348 -4.067214 -2.011814 0.0297 -0.0504 0.0966 -0.01
O 0.915297 -1.826326 -1.775072 0.0244 -0.4403 -0.1946 -0.20
H -2.373061 -2.418522 -6.727449 -0.0047 0.0265 -0.0007 0.09
H -0.678605 -0.735438 -3.360737 0.0320 -0.0233 -0.0742 0.08
H 0.031734 -4.853544 -4.114155 0.0020 -0.0086 -0.0058 0.11
C -1.344454 6.881758 -1.411610 0.0196 -0.0048 0.0199 -0.19
Si -0.913682 5.114890 -1.925484 -0.0801 -0.0781 -0.0459 0.40
C 0.640875 4.566253 -1.059212 -0.0077 0.0076 -0.0209 -0.17
C -0.618211 5.083837 -3.774311 0.0322 0.0599 0.0724 -0.19
C -2.403601 4.074518 -1.418315 0.0664 -0.0433 0.1101 -0.58
Te -2.224467 1.938561 -1.493260 -0.0521 0.0763 -0.0154 1.19
C -2.292541 1.808735 -3.632624 0.0318 -0.0939 -0.0809 -0.57
Si -3.955324 1.303975 -4.308802 0.0440 0.0597 0.1034 0.38
C -4.506701 -0.320613 -3.555220 -0.0196 0.0411 -0.0008 -0.18
C -3.828185 1.153594 -6.174904 -0.0635 0.0061 0.0044 -0.18
C -5.217622 2.626501 -3.857414 -0.0411 -0.0367 -0.0623 -0.19
H -0.528037 7.563664 -1.664106 -0.0066 0.0133 0.0024 0.02
H -1.510821 6.939609 -0.332354 -0.0068 0.0058 -0.0011 0.01
H -2.248935 7.236982 -1.912472 -0.0053 -0.0050 0.0022 0.02
H 1.379449 5.373247 -1.069127 0.0067 -0.0033 -0.0046 0.04
H 1.067080 3.725907 -1.613390 0.0007 -0.0203 -0.0012 0.00
H 0.482626 4.263832 -0.022996 0.0072 -0.0133 0.0123 0.00
H 0.126535 5.841843 -4.035745 -0.0251 0.0316 0.0093 0.03
H -1.526153 5.291681 -4.346910 0.0064 -0.0441 -0.0300 0.02
H -0.191709 4.119266 -4.062563 -0.0470 -0.0455 -0.0252 0.00
H -3.318738 4.342070 -1.951314 0.0284 0.0206 -0.0645 0.00
H -2.603064 4.257702 -0.357920 0.0050 0.0646 0.0068 -0.03
H -1.515284 1.113096 -3.942761 0.0701 -0.0148 -0.0222 -0.02
H -1.966648 2.778897 -4.006770 -0.0294 0.0386 0.0348 -0.01
H -3.801712 -1.113059 -3.810097 -0.0083 -0.0172 0.0053 0.01
H -5.501954 -0.605203 -3.907580 0.0041 -0.0164 -0.0052 0.03
H -4.543198 -0.223390 -2.467123 -0.0015 -0.0182 0.0173 0.00
H -3.060542 0.413410 -6.407349 0.0105 -0.0127 -0.0212 0.01
H -3.531467 2.105966 -6.621345 0.0068 -0.0044 -0.0003 0.03
H -4.770939 0.842124 -6.633245 0.0038 -0.0070 0.0098 0.02
H -5.219596 2.791349 -2.777300 0.0091 0.0061 0.0132 0.01
H -6.226268 2.324626 -4.152928 -0.0045 0.0165 -0.0085 0.02
H -4.991269 3.575273 -4.350801 0.0083 0.0085 0.0172 0.02
O 3.352217 2.173328 -4.852371 0.0821 0.0211 -0.0575 -0.06
C 2.303595 2.136434 -4.251975 -0.0245 0.0678 -0.1027 -0.64
N 1.271245 2.105756 -3.665246 -0.0728 0.0813 -0.0650 -0.05